Record 1
C6H9N | ωB97M-V/def2-TZVPD

Geometry as XYZ:
```
16
Properties=species:S:1:pos:R:3:forces:R:3:lowdin_charge:R:1
H -3.642980 -0.256243 -0.076647 0.138 0.072 -0.063 0.098
C 1.838526 0.169516 -0.181607 -0.472 -0.310 -0.029 -0.083
H 3.193930 1.651147 0.525797 -0.027 -0.082 -0.100 0.075
C 0.762034 -0.349575 -0.340305 0.471 0.153 0.182 -0.035
C -0.433896 -1.201403 -0.393328 0.075 -0.155 -0.129 -0.207
C -2.615132 0.019936 -0.300050 -0.225 0.062 -0.168 -0.156
C -1.751136 0.629753 0.735763 0.068 0.245 0.135 -0.155
H -0.722367 -1.392155 -1.434201 0.023 0.076 0.116 0.116
N -1.604112 -0.766327 0.377628 0.054 -0.103 0.058 -0.119
C 3.189336 0.633539 0.127404 0.091 0.025 0.039 -0.108
H -0.122342 -2.164347 0.024757 -0.078 0.030 -0.096 0.116
H -2.130734 0.817291 1.737991 0.064 -0.025 -0.174 0.100
H -2.427894 0.316363 -1.332834 -0.003 -0.062 0.146 0.106
H 3.612146 -0.027105 0.890510 0.033 0.121 -0.076 0.079
H -0.988639 1.324437 0.387830 -0.076 -0.103 0.075 0.097
H 3.843264 0.595168 -0.748711 -0.134 0.057 0.083 0.076
```
Forces are in eV/Å.

## Properties
SMILES: CC#CCN1CC1
Kohn-Sham gap: 9.934 eV

---

Record 2
C22H34N2O5 | ωB97M-V/def2-TZVPD

Geometry as XYZ:
```
63
Properties=species:S:1:pos:R:3:forces:R:3:lowdin_charge:R:1
H 1.793881 0.257872 0.857188 -0.029 -0.010 0.016 0.119
H -1.689528 -5.986784 -4.043225 0.004 0.001 0.002 0.076
H -0.648888 -5.728402 -2.638110 -0.001 0.003 -0.001 0.072
C 0.444105 -0.398278 -2.219156 -0.004 -0.039 0.014 -0.033
O 3.912861 6.282083 3.154415 0.022 0.014 0.013 -0.136
H -1.471011 -5.031425 0.990476 -0.025 -0.005 -0.010 0.138
O 0.022202 2.111794 1.161854 -0.092 0.002 -0.031 0.075
N 0.723343 1.648876 -0.933900 -0.062 -0.030 -0.021 0.097
H 1.886687 3.543864 2.064039 -0.005 -0.009 -0.004 0.128
C -5.077327 -3.727435 -2.319550 0.005 -0.004 0.036 -0.096
C 1.113565 -2.851522 0.220107 0.040 0.072 0.162 -0.452
H -0.658706 -3.271547 -3.080910 0.003 -0.002 0.003 0.092
H -0.361207 0.012785 -2.829143 -0.007 0.008 -0.002 0.085
H -0.046005 -5.368603 -4.255652 0.004 0.004 -0.005 0.072
H -5.791164 -3.788659 -0.299002 -0.002 0.003 -0.001 0.102
H -0.091465 4.322947 -0.875310 -0.020 0.019 -0.026 0.138
H 2.782573 5.754685 4.819247 0.002 0.016 -0.002 0.125
H 0.906110 -4.918220 0.434634 -0.020 0.005 0.008 0.127
C 0.709673 3.971240 -0.222907 -0.073 0.010 -0.025 -0.140
O 1.796907 -3.014699 -0.776978 0.002 -0.003 -0.040 0.054
H -0.530426 0.108187 -0.374368 0.010 0.028 0.007 0.142
H -6.063420 -3.667826 -2.760070 -0.004 0.000 0.001 0.098
H -3.555096 -3.918622 0.691714 -0.002 0.000 -0.041 0.102
H -0.820077 -0.849963 1.697279 -0.013 -0.006 -0.012 0.094
H 3.431854 8.284186 2.935462 0.013 0.000 -0.007 0.114
H 0.677547 -0.634134 2.590108 -0.003 -0.006 -0.009 0.096
H 1.085217 2.014115 -1.799003 -0.003 0.002 -0.001 0.141
O -1.255587 -3.924167 -0.744563 0.024 -0.066 0.013 -0.042
C 0.443645 -4.042769 0.887623 0.037 -0.120 -0.071 -0.067
C 1.835849 4.587403 1.739331 0.027 0.007 0.030 -0.178
H 0.319416 -1.476830 -2.142874 -0.022 0.013 0.002 0.057
H 2.751088 4.821850 1.177276 0.010 0.006 -0.007 0.141
O 0.704027 4.783564 0.907238 -0.025 0.014 0.024 -0.112
H -0.068917 -2.228960 2.520492 -0.002 0.013 -0.005 0.076
C 0.442100 2.495601 0.085910 0.237 -0.023 0.070 -0.459
H 1.656149 4.061499 -0.775461 0.012 -0.021 -0.004 0.131
C 3.199949 7.320763 2.475675 -0.031 -0.036 0.017 -0.184
H -1.562885 -3.272760 1.186694 0.018 -0.008 -0.011 0.112
H 0.830608 5.207125 3.519183 -0.013 0.006 -0.015 0.152
C -1.451408 -3.902188 -3.485144 -0.018 0.029 0.024 -0.191
C 0.129244 -1.327099 1.950333 0.048 -0.008 0.019 -0.033
H 1.166321 7.172607 1.655001 -0.005 -0.014 -0.002 0.114
H 1.398406 -0.224600 -2.723369 0.008 0.006 0.000 0.091
C -2.537629 -3.870946 -1.207359 -0.052 -0.022 -0.059 -0.219
C 2.981240 5.418818 3.794556 0.001 0.008 -0.005 -0.172
N 0.925731 -1.616647 0.769787 -0.065 -0.021 -0.042 -0.077
H 0.637112 -4.075691 1.960623 0.010 0.004 0.002 0.119
H -4.059921 -3.700596 -4.208796 0.006 -0.001 -0.002 0.113
C -3.654623 -3.865265 -0.383825 -0.014 -0.001 0.057 -0.020
C 1.708085 6.979318 2.578837 0.009 -0.029 0.014 -0.114
C -2.669531 -3.820278 -2.601596 0.011 -0.001 -0.048 -0.165
C -0.927549 -5.333144 -3.614963 -0.012 -0.017 0.004 -0.081
C 0.455976 0.219331 -0.832465 -0.016 0.016 0.003 -0.327
H 3.547435 7.344205 1.440307 0.009 0.002 0.005 0.115
C 1.480616 -0.455908 0.095222 0.058 0.024 -0.015 -0.105
C -3.947747 -3.744581 -3.131300 0.021 0.005 0.025 -0.039
H -1.706919 -3.510463 -4.472173 -0.007 -0.004 0.007 0.110
C -4.924394 -3.792834 -0.947136 -0.023 0.003 -0.051 -0.090
C -1.055764 -4.078664 0.646626 0.033 0.133 0.043 -0.191
H 1.235969 7.555585 3.375271 0.001 0.001 0.000 0.115
C 1.716587 5.492579 2.950854 -0.021 0.011 -0.018 -0.262
H 3.422714 4.421724 3.839986 0.007 0.006 -0.016 0.127
H 2.352391 -0.774085 -0.475031 -0.003 0.012 -0.010 0.128
```
Forces are in eV/Å.

## Properties
SMILES: CCc1ccccc1OCCC(=O)N(C)C[C@H](C)NC(=O)COC[C@@H]1CCOC1
Kohn-Sham gap: 9.112 eV

---

Record 3
C6H10N | ωB97M-V/def2-TZVPD

Geometry as XYZ:
```
17
Properties=species:S:1:pos:R:3:forces:R:3:lowdin_charge:R:1
H 2.705556 1.545403 0.381460 -0.952 0.395 0.289 0.117
N 0.828718 0.363037 0.042711 -1.185 0.513 -0.309 -0.258
C 2.273355 0.708257 -0.160028 -0.453 0.434 1.444 0.012
H 2.564579 0.790027 -1.144411 -0.067 0.345 -2.439 0.078
C -0.202864 1.609189 -0.090962 -0.957 -0.259 1.131 0.022
C -2.004523 -2.011653 0.730857 -1.352 -1.633 0.490 -0.209
C -0.152836 0.699059 -1.197797 1.155 0.874 0.238 0.019
C 0.421751 -0.690252 0.834977 -2.486 0.327 -0.356 0.216
H -1.651663 -2.097648 1.882677 -0.676 -0.040 -1.705 0.194
H -1.585930 -2.758567 0.089717 1.684 -0.496 0.006 0.086
H -3.061411 -2.252865 0.532713 -0.202 0.576 1.043 0.094
H 0.303395 2.554558 0.068443 0.388 -0.161 -0.821 0.138
H 0.397560 0.843632 -2.090687 0.944 0.740 -0.473 0.123
C -1.700853 -0.668903 0.757860 3.511 1.347 0.495 0.090
H -1.061709 1.503690 0.608720 0.786 -0.231 -0.611 0.101
H 2.801355 -0.105915 0.191173 0.927 -1.948 0.894 0.071
H -0.874479 -0.031048 -1.437422 -1.066 -0.783 0.684 0.106
```
Forces are in eV/Å.

## Properties
Charge: +1
Kohn-Sham gap: 7.223 eV

---

Record 4
C36H42N7O3 | ωB97M-V/def2-TZVPD

Geometry as XYZ:
```
88
Properties=species:S:1:pos:R:3:forces:R:3:lowdin_charge:R:1
H -17.654610 12.459350 -10.710940 -0.515 -0.525 -0.112 0.121
H -10.309510 19.142770 -26.276620 0.267 0.297 0.066 0.153
H -14.426380 12.369570 -21.925110 0.209 0.221 -0.136 0.119
C 0.318760 6.640330 -18.989870 1.127 0.517 0.532 0.047
H -6.807090 13.652450 -21.933140 0.182 -0.073 0.374 0.092
H -15.747000 8.170000 -13.470780 0.143 0.002 0.124 0.129
C -13.723870 15.043590 -21.739270 -0.232 1.105 -0.287 0.037
H -1.726000 9.606030 -21.648250 -0.586 0.365 0.037 0.138
N -0.778360 7.603050 -19.172060 -1.765 -0.532 -0.185 -0.089
N -6.055280 11.945070 -20.786050 -0.911 2.311 -0.034 -0.065
C -13.839120 9.585440 -14.890770 -0.241 -0.269 0.805 -0.052
C -13.390670 16.257970 -22.367460 -0.319 -0.540 1.784 0.060
O -10.148960 10.465850 -20.556750 1.139 -2.567 -0.519 -0.034
H -3.476870 8.880460 -17.687050 -0.072 0.207 -0.019 0.128
C -15.752400 11.884970 -12.378940 1.951 -1.285 -0.408 0.033
H -11.172880 8.726080 -18.708360 0.258 0.224 0.029 0.102
H -10.567530 15.264530 -23.804070 0.299 -0.221 0.300 0.124
H 0.592200 6.181810 -19.940180 -0.131 0.062 0.195 0.117
C -7.222640 12.890860 -21.273290 0.955 -2.075 -0.513 0.081
N -12.016610 8.789760 -16.787500 0.746 -1.241 -0.663 -0.081
H -0.219390 7.814310 -21.134240 -0.054 0.071 -0.132 0.153
O -10.507490 12.444600 -20.121740 -0.240 3.020 -0.187 -0.069
H -14.562710 7.489700 -15.125510 -0.129 0.151 0.062 0.123
H -14.150290 12.186090 -13.744670 0.002 -0.068 -0.071 0.120
H -7.752390 12.186190 -21.914300 -0.707 0.366 0.212 0.103
H -2.668160 12.206320 -20.755890 0.050 -0.064 -0.465 0.143
C -3.627300 11.728640 -20.620750 -1.660 1.802 -0.075 0.078
C -16.447400 9.654470 -12.105880 0.117 1.268 0.188 0.083
C -5.112860 10.195710 -19.598500 -1.860 0.114 0.538 0.069
C -12.834910 10.440180 -15.355890 -0.376 -0.036 1.074 0.030
C -11.882490 13.990990 -22.653440 1.394 2.078 -0.389 0.028
H -14.599120 14.902730 -21.122430 -0.208 0.196 -0.176 0.157
C -10.941850 8.350460 -17.711540 -0.519 -0.138 -0.507 0.052
C -1.848070 9.193550 -20.657620 1.007 -1.162 1.461 0.089
C -10.698420 21.517800 -25.356690 -1.109 0.782 0.613 0.059
H -1.603560 7.154090 -17.361350 -0.256 0.464 0.415 0.154
H -11.023290 7.264540 -17.758720 0.518 0.128 0.095 0.105
C -12.145710 16.407110 -22.951600 -0.011 0.084 -1.266 -0.123
C -12.066070 18.928890 -22.925380 0.143 0.668 -1.006 0.061
C -15.633300 9.199430 -13.164600 -1.675 0.587 1.826 0.049
C -13.872190 8.259310 -15.437410 0.640 0.833 -0.495 0.087
C -11.958670 10.004640 -16.279590 0.442 0.809 -1.414 -0.013
N -10.058090 11.372200 -19.748710 -1.700 0.208 0.639 -0.665
H -17.097080 9.040030 -11.500250 0.021 -0.338 -0.234 0.151
C -2.744930 9.581180 -19.617600 1.502 -1.513 -0.780 -0.131
C -13.442110 12.587680 -21.510670 0.078 0.192 1.444 0.046
C -12.924720 7.890080 -16.424670 -1.044 0.819 1.880 0.041
H -7.814230 13.316130 -20.462570 0.216 -0.403 0.095 0.102
C -2.750020 8.771650 -18.478400 1.875 -0.961 1.320 0.061
C -6.297100 10.823180 -20.065390 2.962 0.484 -0.483 0.058
H -10.247060 21.385030 -26.339920 -0.134 -0.304 0.276 0.116
C -4.829350 12.434300 -20.997110 1.575 -1.298 0.055 0.032
H -5.317310 9.412690 -18.883330 0.256 -0.524 -0.337 0.122
C -0.932040 8.148840 -20.394900 -0.313 1.494 0.257 0.032
H 0.190270 5.895970 -18.204040 -0.706 0.064 -0.224 0.119
H -12.561140 11.399180 -14.941430 -0.665 0.185 0.098 0.133
C -11.034460 17.818440 -24.783000 -0.652 0.351 0.736 0.056
H -15.797940 12.888880 -11.983350 0.059 0.186 -0.380 0.155
H -7.330030 10.509520 -20.032630 -0.023 -0.266 0.600 0.134
H -12.784420 6.906160 -16.847290 -0.480 -0.085 0.125 0.153
N -16.483440 10.987430 -11.713080 0.391 -1.298 -0.909 -0.073
H -13.466140 12.569540 -20.421090 -0.323 0.015 0.016 0.105
H -12.487760 18.833880 -21.935660 -0.229 0.562 -0.014 0.130
C -1.694220 7.835910 -18.194000 -0.974 0.963 -2.249 0.077
C -14.791890 11.427110 -13.321920 -1.239 0.936 0.370 0.058
H -14.065630 17.094250 -22.260400 -0.137 -0.046 0.006 0.137
C -14.771280 10.099780 -13.746130 0.981 -0.610 -1.594 -0.109
N -12.964760 13.958920 -21.880430 -0.058 -1.409 -1.289 -0.067
H -12.162360 21.151530 -23.184750 -0.042 -0.117 0.448 0.156
H -11.563210 22.178300 -25.419760 0.015 0.015 -0.328 0.116
H -12.696420 11.829310 -21.749230 -0.038 0.342 -0.417 0.096
H -10.024320 22.009830 -24.655550 0.234 -0.359 -0.074 0.120
H -10.802050 16.871370 -25.247160 0.403 0.450 -0.714 0.130
C -11.419970 15.240120 -23.141370 -0.171 -1.398 -0.117 0.062
H -11.269260 10.661740 -16.788840 0.546 0.096 0.309 0.138
H -17.806090 10.657450 -10.106830 -0.871 0.440 -0.597 0.114
O -9.695970 11.229110 -18.558830 0.706 -0.535 -0.013 -0.072
C -17.219750 11.478300 -10.519760 0.560 -0.869 0.845 0.052
H 1.120160 7.280750 -18.621480 0.472 -0.264 -0.250 0.126
C -3.770720 10.583140 -19.879550 -2.669 -0.441 -0.470 -0.142
H -9.983360 8.731310 -17.358900 -0.181 -0.208 -0.137 0.111
H -4.841830 13.335690 -21.591870 0.544 0.089 0.234 0.139
C -11.853330 20.182670 -23.548330 0.451 -1.041 -0.526 0.070
N -11.201950 20.242430 -24.758240 0.784 -1.484 0.897 -0.063
H -16.522920 11.593780 -9.689580 0.562 0.294 -0.284 0.120
C -11.726530 17.725590 -23.584400 -0.223 0.609 0.975 -0.115
H -11.357720 13.059310 -22.805020 0.020 0.084 -0.065 0.145
C -10.771300 19.089600 -25.301770 -0.351 -1.043 -0.807 0.026
```
Forces are in eV/Å.

## Properties
Charge: +5
Kohn-Sham gap: 6.710 eV

---

Q: Which DFT total energy values were calculated for the entries above? A: -288.6585, -1344.4270, -288.7240, -2004.1066, in hartree.